Record 1
140
Properties=species:S:1:pos:R:3:mulliken_charge:R:1 method="wB97M-V/def2-TZVPD" smiles="O=C1C=C(O)C(=O)C=C1O.O=C1C=C(O)C(=O)C=C1O.O=C1C=C(O)C(=O)C=C1O.O=C1C=C(O)C(=O)C=C1O.O=C1C=C(O)C(=O)C=C1O.ClC(Cl)Cl.ClC(Cl)Cl.CCOCC.CCOCC.CCOCC.CCOCC" orbital_gap_ev=7.40 lumo_ev=-2.04 multiplicity=1 relative_energy_kcal_mol=0.00 total_energy_ha=-6432.888302
O 7.88 -22.14 1.24 -0.637
C 8.49 -21.46 0.41 0.391
C 7.92 -21.01 -0.86 -0.890
C 8.64 -20.39 -1.84 0.377
O 8.26 -20.02 -3.11 -0.575
C 10.17 -20.27 -1.71 0.729
O 10.92 -19.93 -2.61 -0.659
C 10.69 -20.54 -0.39 0.306
C 9.94 -21.06 0.59 -0.010
O 10.60 -21.50 1.69 -0.193
H 6.86 -21.15 -1.06 0.456
H 8.98 -19.55 -3.54 0.243
H 11.71 -20.32 -0.11 0.223
H 10.45 -22.43 1.88 0.287
O 6.98 -20.45 4.52 -0.630
C 7.58 -19.74 3.74 0.940
C 6.93 -19.16 2.55 -0.968
C 7.48 -18.13 1.90 0.450
O 6.87 -17.47 0.93 -0.422
C 8.86 -17.64 2.15 0.849
O 9.40 -16.64 1.61 -0.679
C 9.53 -18.43 3.17 -0.974
C 9.01 -19.37 3.90 0.444
O 9.68 -20.04 4.90 -0.444
H 5.95 -19.51 2.27 0.444
H 7.49 -17.00 0.36 0.354
H 10.50 -18.04 3.44 0.530
H 8.99 -20.41 5.46 0.334
O 20.21 -17.92 -2.40 -0.676
C 20.22 -18.90 -1.67 1.350
C 19.06 -19.70 -1.40 -0.869
C 19.07 -20.79 -0.57 0.669
O 17.89 -21.41 -0.29 -0.506
C 20.26 -21.30 0.15 0.513
O 20.29 -22.28 0.93 -0.624
C 21.46 -20.50 -0.18 -1.030
C 21.45 -19.46 -1.09 0.238
O 22.55 -18.84 -1.58 -0.593
H 18.14 -19.40 -1.89 0.426
H 18.07 -22.10 0.35 0.336
H 22.37 -20.77 0.33 0.416
H 22.21 -18.18 -2.18 0.339
O 12.51 -19.33 4.45 -0.640
C 12.90 -20.22 3.78 0.688
C 13.58 -20.01 2.51 0.312
C 14.20 -20.94 1.82 0.506
O 14.86 -20.60 0.66 -0.668
C 14.32 -22.29 2.31 0.239
O 14.99 -23.20 1.92 -0.578
C 13.42 -22.63 3.52 -0.957
C 12.75 -21.68 4.21 0.345
O 12.13 -21.84 5.45 -0.630
H 13.67 -19.02 2.10 0.445
H 14.61 -19.70 0.47 0.203
H 13.34 -23.66 3.83 0.480
H 11.69 -21.00 5.60 0.344
O 13.18 -15.99 -3.80 -0.156
C 12.43 -16.40 -4.65 0.278
C 11.13 -17.00 -4.38 -0.395
C 10.32 -17.60 -5.36 -0.080
O 9.16 -18.27 -5.03 -0.393
C 10.79 -17.74 -6.83 0.458
O 10.10 -18.25 -7.70 -0.606
C 12.07 -17.11 -7.04 -0.640
C 12.80 -16.49 -6.09 0.341
O 14.04 -16.09 -6.37 -0.475
H 10.94 -17.09 -3.32 0.739
H 8.74 -18.55 -5.85 0.274
H 12.47 -17.16 -8.05 0.483
H 14.51 -15.68 -5.63 0.180
Cl 18.66 -12.11 2.75 -0.132
C 18.45 -13.13 1.24 -0.111
Cl 16.71 -13.61 0.99 -0.042
Cl 19.62 -14.52 1.38 -0.114
H 18.82 -12.49 0.45 0.331
Cl 20.28 -18.79 2.79 -0.109
C 18.81 -19.27 3.65 0.002
Cl 19.30 -19.84 5.24 -0.138
Cl 17.89 -20.64 2.96 -0.064
H 18.17 -18.39 3.75 0.317
C 16.90 -17.34 0.86 -0.405
C 15.56 -16.78 0.31 0.282
O 14.59 -17.81 0.35 -0.395
C 13.39 -17.49 -0.25 0.974
C 12.60 -16.44 0.70 -0.146
H 17.25 -18.02 0.08 -0.117
H 17.78 -16.69 0.94 0.012
H 16.88 -17.85 1.82 0.140
H 15.32 -15.92 0.93 0.199
H 15.83 -16.51 -0.71 -0.052
H 13.45 -17.15 -1.28 0.123
H 12.83 -18.41 -0.32 -0.664
H 13.06 -15.45 0.72 0.102
H 12.40 -16.84 1.69 0.174
H 11.63 -16.17 0.28 -0.344
C 5.61 -17.60 -1.97 -0.885
C 6.65 -16.59 -2.41 -0.013
O 7.55 -16.55 -1.24 -0.247
C 8.55 -15.62 -1.47 0.356
C 8.20 -14.10 -1.32 -1.142
H 4.99 -17.25 -1.14 0.317
H 4.97 -17.92 -2.79 0.444
H 6.14 -18.50 -1.65 -0.049
H 7.22 -16.95 -3.26 -0.018
H 6.14 -15.65 -2.66 0.324
H 9.30 -15.78 -0.70 -0.319
H 9.10 -15.84 -2.38 0.189
H 7.48 -13.80 -2.08 0.377
H 9.10 -13.48 -1.36 0.137
H 7.76 -13.94 -0.33 0.332
C 17.10 -16.79 -3.85 -0.656
C 16.60 -15.36 -3.88 -0.035
O 16.30 -14.89 -5.14 -0.480
C 17.36 -14.94 -6.13 -0.225
C 16.83 -14.07 -7.25 -1.327
H 16.44 -17.37 -4.49 0.296
H 18.17 -16.81 -4.05 0.399
H 16.96 -17.26 -2.88 -0.021
H 15.62 -15.34 -3.39 -0.069
H 17.30 -14.69 -3.38 0.407
H 18.25 -14.50 -5.70 0.418
H 17.41 -15.91 -6.63 0.257
H 16.81 -13.03 -6.92 0.335
H 15.88 -14.40 -7.65 0.243
H 17.50 -14.08 -8.11 0.408
C 12.24 -12.85 -0.78 -1.210
C 13.64 -12.55 -1.34 0.780
O 13.82 -11.10 -1.51 -0.417
C 15.16 -10.75 -1.80 0.218
C 15.22 -9.26 -1.59 -1.378
H 12.16 -13.91 -0.98 0.120
H 12.23 -12.79 0.31 0.338
H 11.35 -12.33 -1.14 0.431
H 14.39 -12.92 -0.64 -0.268
H 13.64 -13.02 -2.32 0.102
H 15.81 -11.15 -1.01 0.032
H 15.51 -11.03 -2.79 0.267
H 14.78 -9.00 -0.63 0.318
H 14.72 -8.73 -2.39 0.332
H 16.25 -8.91 -1.70 0.400



Record 2
21
Properties=species:S:1:pos:R:3:mulliken_charge:R:1 method="wB97M-V/def2-TZVPD" s_squared=0.758 charge=-2 orbital_gap_ev="9.70 / 3.90" lumo_ev="4.37 / -0.21" multiplicity=2 relative_energy_kcal_mol=139.16 total_energy_ha=-2543.788407
Cu -0.60 0.25 -0.43 0.673
B -1.34 2.76 0.88 0.537
H -1.48 3.81 1.05 -0.156
H -0.41 2.57 0.36 -0.327
H -1.31 2.22 1.81 -0.188
H -2.21 2.34 0.40 -0.271
B -2.10 -2.21 0.46 0.287
H -2.70 -3.03 0.83 -0.140
H -1.16 -2.02 0.94 -0.211
H -1.89 -2.37 -0.59 -0.110
H -2.61 -1.26 0.43 -0.141
B 0.57 0.35 -3.40 0.576
F 1.22 0.11 -4.59 -0.387
F -0.64 -0.24 -3.35 -0.395
F 1.35 0.00 -2.32 -0.382
F 0.42 1.64 -3.08 -0.364
B 2.98 -0.97 2.11 0.579
F 3.01 -1.17 3.51 -0.427
F 2.11 0.02 1.86 -0.307
F 4.23 -0.63 1.60 -0.415
F 2.56 -2.17 1.53 -0.431



Record 3
8
Properties=species:S:1:pos:R:3:mulliken_charge:R:1 method="wB97M-V/def2-TZVPD" charge=-1 orbital_gap_ev="5.84 / 5.84" lumo_ev="3.82 / 3.82" multiplicity=1 relative_energy_kcal_mol=64.40 total_energy_ha=-626.638111
C 1.42 0.55 0.11 0.109
C -1.03 0.15 -0.14 -0.580
O 1.84 1.65 0.30 -0.377
O -1.09 -1.13 0.32 -0.464
S 1.74 -1.12 0.08 -0.484
H -1.14 0.34 -1.18 0.230
H -1.52 0.97 0.48 0.215
H -0.21 -1.40 0.03 0.350



Record 4
58
Properties=species:S:1:pos:R:3:mulliken_charge:R:1 method="wB97M-V/def2-TZVPD" charge=+1 orbital_gap_ev="6.02 / 5.88" lumo_ev="-4.41 / -4.53" multiplicity=1 relative_energy_kcal_mol=71.41 total_energy_ha=-11698.489713
Pd -0.08 -0.24 0.19 0.302
C -2.84 0.96 2.42 -1.326
As -1.34 1.57 1.32 0.947
C -0.54 2.80 2.62 -1.314
C -2.38 2.77 0.12 -1.645
C -1.68 3.29 -1.15 2.762
C -0.22 3.61 -0.82 -1.469
C -1.73 2.26 -2.28 -1.392
As -1.09 0.40 -1.91 0.868
C -2.73 -0.65 -2.04 -1.283
C -0.29 -0.04 -3.65 -1.200
C -2.33 4.61 -1.62 -2.303
As -4.24 4.94 -2.20 0.352
C -4.45 3.71 -3.75 -1.051
C -5.35 3.90 -0.94 -1.048
H -3.39 1.85 2.75 0.456
H -2.46 0.43 3.29 0.425
H -3.50 0.30 1.86 0.339
H -1.28 3.56 2.90 0.431
H 0.36 3.27 2.25 0.354
H -0.29 2.22 3.51 0.452
H -2.71 3.61 0.74 0.754
H -3.26 2.19 -0.18 0.259
H 0.32 2.69 -0.55 -0.301
H -0.17 4.32 0.01 0.376
H 0.29 4.06 -1.67 0.606
H -1.13 2.62 -3.13 0.598
H -2.77 2.16 -2.62 0.027
H -3.33 -0.34 -2.89 0.458
H -3.32 -0.55 -1.12 0.296
H -2.46 -1.70 -2.15 0.373
H -1.00 0.17 -4.46 0.418
H -0.03 -1.10 -3.65 0.389
H 0.62 0.53 -3.81 0.352
H -1.76 4.98 -2.48 0.550
H -2.18 5.36 -0.83 0.555
H -3.58 3.75 -4.40 0.290
H -5.31 4.05 -4.32 0.419
H -4.65 2.68 -3.45 0.224
H -5.18 4.22 0.09 0.305
H -5.20 2.82 -1.02 0.257
H -6.39 4.11 -1.17 0.414
Se 2.18 -1.08 3.38 0.362
N 3.75 -0.56 2.82 -0.770
C 3.62 0.20 1.73 0.471
C 4.63 0.81 0.97 -0.518
C 4.24 1.49 -0.16 -0.899
C 2.89 1.55 -0.54 -0.265
N 1.92 1.00 0.17 0.131
C 2.27 0.36 1.30 0.826
N 1.33 -0.23 2.07 -0.322
H 5.66 0.74 1.27 0.500
H 4.97 1.98 -0.78 0.408
H 2.59 2.07 -1.44 0.419
Cl -1.59 -1.98 1.05 -0.410
Si 0.52 -2.52 -0.31 0.203
Cl -0.37 -3.96 -1.44 -0.214
Cl 1.47 -3.45 1.28 -0.199



Record 5
21
Properties=species:S:1:pos:R:3:mulliken_charge:R:1 method="wB97M-V/def2-TZVPD" orbital_gap_ev=9.03 lumo_ev=0.55 multiplicity=1 relative_energy_kcal_mol=64.89 total_energy_ha=-528.779075
H 0.63 3.16 -0.68 0.191
N 0.52 2.19 -0.42 -0.471
C -0.69 2.01 -0.14 -0.042
N -1.21 0.78 0.16 -0.065
C -2.54 0.49 0.42 -0.153
C -2.96 -0.77 0.50 -0.222
C -2.13 -1.91 0.08 -1.180
H -1.45 2.80 -0.13 0.234
H -0.53 0.02 0.23 0.179
H -3.19 1.34 0.61 0.284
H -3.93 -0.95 0.91 0.390
H -2.67 -2.83 0.18 0.311
H -1.77 -1.83 -0.96 0.325
H -1.20 -2.01 0.64 0.304
N 4.68 0.57 1.45 -0.386
C 4.25 -0.17 0.67 0.471
C 3.75 -1.04 -0.35 -0.172
N 2.68 -0.81 -0.98 -0.504
O 2.06 0.29 -0.47 -0.339
H 4.32 -1.91 -0.62 0.385
H 1.37 0.58 -1.10 0.460



Record 6
25
Properties=species:S:1:pos:R:3:mulliken_charge:R:1 method="wB97M-V/def2-TZVPD" orbital_gap_ev=9.62 lumo_ev=-1.57 multiplicity=1 relative_energy_kcal_mol=0.00 total_energy_ha=-2430.830777
K -1.21 3.34 0.92 0.992
K 1.70 -1.57 2.78 1.008
B 0.65 -1.53 5.55 0.500
F 0.41 -1.76 6.89 -0.347
F -0.30 -0.67 4.97 -0.327
F 1.94 -0.95 5.36 -0.400
F 0.61 -2.76 4.82 -0.426
B 1.23 1.68 2.12 0.242
F 1.40 3.05 2.00 -0.345
F 2.35 0.99 2.61 -0.383
F 0.08 1.33 2.84 -0.304
F 1.01 1.16 0.77 -0.206
C -0.70 0.17 -1.58 -1.286
C -0.64 -0.60 -2.87 0.520
C -1.79 -0.37 -3.86 -0.434
O -1.14 -0.13 -5.11 -0.345
C 0.20 -0.03 -4.92 0.640
O 0.97 0.16 -5.80 -0.505
O 0.51 -0.16 -3.61 -0.364
H -1.36 -0.27 -0.83 0.428
H -0.92 1.23 -1.72 0.229
H 0.30 0.15 -1.14 0.299
H -0.51 -1.66 -2.64 0.262
H -2.43 0.47 -3.60 0.271
H -2.40 -1.27 -3.97 0.280



Record 7
19
Properties=species:S:1:pos:R:3:mulliken_charge:R:1 method="wB97M-V/def2-TZVPD" smiles="c1ccc2snnc2c1.C=C=N" orbital_gap_ev=8.84 lumo_ev=-0.08 multiplicity=1 relative_energy_kcal_mol=33.91 total_energy_ha=-871.388525
C 1.11 2.29 0.76 -0.280
C 0.93 1.81 2.03 -0.351
C 0.96 0.43 2.35 -0.474
C 0.98 -0.46 1.28 0.261
S 0.99 -2.25 1.09 0.115
N 1.17 -2.01 -0.48 -0.375
N 1.29 -0.88 -1.00 -0.320
C 1.23 0.09 -0.09 0.457
C 1.34 1.46 -0.32 -0.511
H 1.13 3.40 0.64 0.290
H 0.68 2.55 2.79 0.353
H 0.75 0.08 3.32 0.420
H 1.51 1.74 -1.36 0.410
C -2.23 -2.35 -1.63 -0.951
C -2.39 -1.08 -1.88 0.588
N -2.58 0.00 -2.43 -0.506
H -2.97 -3.00 -1.48 0.324
H -1.19 -2.60 -1.69 0.281
H -2.70 0.79 -1.89 0.269



Record 8
10
Properties=species:S:1:pos:R:3:mulliken_charge:R:1 method="wB97M-V/def2-TZVPD" orbital_gap_ev="7.11 / 8.74" lumo_ev="-2.51 / -1.45" multiplicity=1 relative_energy_kcal_mol=115.69 total_energy_ha=-743.850596
C -0.52 -0.32 -0.02 0.707
C 0.39 0.92 0.17 -0.868
N 0.01 -1.62 -0.18 -0.221
O -1.76 -0.12 -0.14 -0.463
O 1.37 -1.52 -0.13 -0.299
Cl -2.97 1.52 -0.64 -0.132
H 0.57 1.13 1.14 0.311
H 1.33 0.55 -0.29 0.323
H -0.08 1.77 -0.33 0.270
H 1.66 -2.31 0.41 0.372



Record 9
68
Properties=species:S:1:pos:R:3:mulliken_charge:R:1 method="wB97M-V/def2-TZVPD" s_squared=6.058 charge=+2 orbital_gap_ev="6.02 / 4.43" lumo_ev="-5.56 / -9.16" multiplicity=5 relative_energy_kcal_mol=15.51 total_energy_ha=-2875.826362
Pt -0.07 -1.14 -0.62 -0.033
N -2.12 -0.81 3.13 0.105
C -1.22 -1.12 2.22 -0.103
N -1.28 -0.72 0.98 -0.272
C -2.35 0.15 0.56 0.328
N -2.39 0.58 -0.65 -1.353
N -1.35 0.11 -1.41 0.905
C -1.16 0.41 -2.71 -1.181
C -0.05 -0.20 -3.30 1.408
C 0.36 0.00 -4.63 -1.201
C 1.48 -0.63 -5.11 -0.304
C 2.22 -1.47 -4.26 -0.907
C 1.81 -1.65 -2.97 0.045
N 0.70 -1.04 -2.49 0.276
C -3.35 0.52 1.56 0.781
C -4.43 1.36 1.26 -0.359
C -5.35 1.67 2.24 -0.840
C -5.21 1.15 3.52 -0.452
C -4.15 0.33 3.84 -0.972
C -3.23 0.02 2.85 0.091
H -2.01 -1.16 4.07 0.295
H -0.40 -1.76 2.53 0.641
H -1.84 1.08 -3.22 0.447
H -0.23 0.65 -5.26 0.549
H 1.79 -0.48 -6.13 0.472
H 3.10 -1.99 -4.62 0.476
H 2.33 -2.31 -2.29 0.488
H -4.53 1.74 0.25 0.508
H -6.18 2.31 2.00 0.447
H -5.95 1.39 4.28 0.428
H -4.04 -0.08 4.83 0.424
S 1.41 -2.64 0.45 -0.291
C 0.30 -3.87 0.90 0.193
C 0.64 -4.73 1.96 -0.679
C -0.21 -5.73 2.36 0.602
C 0.13 -6.54 3.50 -0.379
N 0.40 -7.15 4.43 -0.365
C -1.45 -5.95 1.67 0.497
C -1.77 -5.18 0.60 -0.815
C -0.93 -4.11 0.19 0.849
S -1.38 -3.21 -1.17 -0.201
C -2.35 -6.98 2.12 -0.370
N -3.09 -7.77 2.49 -0.371
H 1.58 -4.59 2.48 0.575
H -2.70 -5.36 0.07 0.576
Te 1.85 1.30 0.30 0.717
C 3.56 2.44 0.71 0.698
C 4.65 2.41 -0.14 -0.231
C 5.73 3.23 0.16 -0.656
C 5.70 4.04 1.28 -0.526
C 4.60 4.05 2.12 -0.668
C 3.51 3.23 1.85 -0.505
C 1.00 2.55 -1.13 1.159
C -0.22 3.15 -0.84 -0.538
C -0.77 4.00 -1.79 -0.673
C -0.13 4.21 -3.00 -0.681
C 1.09 3.59 -3.27 -0.569
C 1.67 2.75 -2.33 -0.478
H 4.68 1.77 -1.01 0.435
H 6.60 3.22 -0.49 0.410
H 6.55 4.68 1.50 0.407
H 4.59 4.69 3.00 0.405
H 2.66 3.24 2.52 0.329
H -0.73 2.98 0.10 0.383
H -1.71 4.49 -1.58 0.449
H -0.57 4.86 -3.73 0.452
H 1.59 3.76 -4.22 0.452
H 2.62 2.28 -2.54 0.272



Record 10
23
Properties=species:S:1:pos:R:3:mulliken_charge:R:1 method="wB97M-V/def2-TZVPD" charge=+1 orbital_gap_ev="7.54 / 7.54" lumo_ev="-3.89 / -3.89" multiplicity=1 relative_energy_kcal_mol=50.37 total_energy_ha=-492.269527
C 1.00 0.75 -0.42 0.542
C -0.03 1.22 0.39 -0.876
C 1.47 0.06 1.74 -0.424
C -2.15 -0.49 -0.92 -1.195
C -0.82 -1.07 -0.78 0.204
N 0.13 0.56 1.63 -0.073
N 1.92 -0.02 0.37 -0.279
N 1.45 0.97 -1.69 -0.481
N -0.70 -1.78 0.33 -0.263
O 2.43 0.77 2.55 -0.548
H -0.80 1.80 0.04 0.542
H 1.36 -0.88 2.12 0.499
H -2.65 -0.05 0.05 0.330
H -2.95 -1.17 -1.28 0.382
H -2.36 0.26 -1.78 0.313
H -0.01 -1.30 -1.61 0.375
H -0.37 0.76 2.50 0.236
H 2.90 0.22 0.27 0.320
H 0.78 1.60 -2.18 0.246
H 2.39 1.21 -1.87 0.245
H 0.18 -2.20 0.67 0.294
H -1.23 -1.71 1.17 0.267
H 2.44 1.63 2.17 0.348



Record 11
79
Properties=species:S:1:pos:R:3:mulliken_charge:R:1 method="wB97M-V/def2-TZVPD" charge=+3 orbital_gap_ev="2.07 / 2.04" lumo_ev="-12.82 / -12.82" multiplicity=1 relative_energy_kcal_mol=128.94 total_energy_ha=-4398.237580
Ga 0.91 2.00 -2.89 0.130
P 1.87 2.25 -0.11 0.845
P -2.14 1.31 1.46 0.727
P -1.26 2.75 -2.54 1.381
H -0.13 -0.95 -5.01 0.116
C 0.06 0.11 -5.29 -0.225
C 0.96 0.82 -4.41 -0.156
H 1.67 0.13 -3.82 0.374
C 3.20 1.23 0.64 -0.967
C 1.34 3.07 1.47 -1.080
C 2.84 3.65 -0.80 -1.381
C -3.62 0.27 1.15 -1.295
C -1.66 0.58 3.08 -1.063
C -3.05 2.77 2.16 -1.312
C -1.07 3.31 -4.28 -1.694
C -1.43 4.35 -1.64 -1.017
C -2.96 2.11 -2.46 -1.126
H -0.19 0.40 -6.32 0.359
H 1.36 1.67 -5.02 0.495
H 3.69 0.64 -0.15 0.408
H 2.80 0.53 1.38 0.035
H 3.97 1.83 1.13 0.480
H 1.20 2.34 2.28 0.200
H 0.40 3.61 1.32 0.324
H 2.09 3.79 1.81 0.481
H 3.03 3.61 -1.88 0.417
H 3.80 3.74 -0.29 0.428
H 2.31 4.59 -0.61 0.390
H -4.36 0.42 1.95 0.427
H -3.29 -0.78 1.14 0.355
H -4.05 0.53 0.18 0.322
H -2.51 0.12 3.63 0.461
H -1.30 1.42 3.70 0.395
H -0.86 -0.17 2.95 0.010
H -3.93 2.44 2.74 0.440
H -3.39 3.41 1.33 0.361
H -2.37 3.34 2.80 0.376
H -1.96 3.82 -4.67 0.497
H -0.90 2.42 -4.91 0.370
H -0.23 4.00 -4.38 0.514
H -2.06 5.06 -2.19 0.455
H -0.44 4.81 -1.49 0.329
H -1.89 4.18 -0.65 0.193
H -3.54 2.41 -3.35 0.510
H -3.51 2.46 -1.58 0.351
H -2.95 1.01 -2.43 0.211
C 0.34 -2.49 -2.60 0.243
C -0.98 -2.09 -2.93 -0.501
C -1.83 -3.08 -3.44 -0.385
C -1.34 -4.36 -3.71 -0.444
C 0.03 -4.65 -3.59 -0.525
C 0.90 -3.67 -3.12 -0.469
S 1.29 -1.66 -1.40 -0.057
H 0.58 -2.35 -0.42 -0.016
H -1.32 -1.05 -2.80 0.588
H -2.87 -2.83 -3.69 0.390
H -2.04 -5.11 -4.10 0.411
H 0.46 -5.63 -3.87 0.423
H 2.00 -3.83 -3.03 0.429
C 2.00 -0.68 5.07 -0.828
N 1.80 -2.00 4.52 0.142
C 2.61 -3.08 5.07 -1.105
C 1.38 -2.04 3.20 0.242
O 1.33 -1.03 2.47 -0.417
N 1.00 -3.29 2.74 0.292
C 0.35 -4.27 3.57 -1.147
C 0.71 -3.38 1.34 -1.457
H 2.94 -0.25 4.69 0.321
H 2.07 -0.77 6.16 0.402
H 1.19 -0.01 4.80 0.098
H 2.08 -3.52 5.92 0.311
H 2.79 -3.85 4.30 0.391
H 3.56 -2.65 5.39 0.399
H -0.54 -4.64 3.01 0.469
H 1.04 -5.12 3.78 0.272
H 0.04 -3.78 4.51 0.353
H -0.29 -2.95 1.16 0.340
H 1.57 -2.88 0.90 0.555
H 0.68 -4.41 0.99 0.431